Entry 1:
DFT (the ωB97M-V functional and the def2-TZVPD basis) results for a gas-phase ion, C22H24FN2O2 (charge +1).

Each line ends with the Mulliken charge.
Atoms and positions in Å:
1 C 4.15 4.17 -2.56  -1.45
2 C 3.79 2.74 -2.20  -0.18
3 O 2.43 2.75 -1.77  -0.46
4 C 1.74 1.64 -1.47  0.02
5 C 0.38 1.86 -1.24  -0.99
6 C -0.49 0.84 -0.91  1.00
7 C 0.02 -0.46 -0.77  -0.57
8 C 1.37 -0.70 -1.00  -0.47
9 C 2.25 0.32 -1.35  1.10
10 O 3.57 0.13 -1.55  -0.52
11 C 4.12 -1.18 -1.61  -0.51
12 C 3.79 -1.89 -2.92  -1.01
13 N -0.84 -1.49 -0.38  0.17
14 C -0.93 -2.74 -0.91  -0.37
15 C -1.93 -3.42 -0.28  -1.27
16 C -2.49 -2.56 0.68  -0.35
17 C -1.80 -1.37 0.60  -0.16
18 C -1.84 -0.15 1.45  0.35
19 C -2.66 -0.33 2.70  0.00
20 C -2.04 -0.33 3.95  -0.34
21 C -2.78 -0.52 5.10  -0.74
22 C -4.15 -0.68 4.99  0.32
23 F -4.88 -0.85 6.09  -0.30
24 C -4.79 -0.68 3.76  -0.84
25 C -4.03 -0.50 2.62  -0.48
26 N -2.39 1.05 0.67  -0.02
27 C -1.96 1.07 -0.77  -1.37
28 H 5.18 4.22 -2.89  0.42
29 H 4.03 4.82 -1.69  0.34
30 H 3.50 4.54 -3.35  0.35
31 H 3.89 2.09 -3.07  0.33
32 H 4.43 2.37 -1.40  0.31
33 H 0.03 2.87 -1.37  0.50
34 H 1.72 -1.71 -0.87  0.71
35 H 3.82 -1.77 -0.74  0.33
36 H 5.20 -1.00 -1.56  0.42
37 H 2.71 -2.04 -3.02  0.29
38 H 4.14 -1.31 -3.76  0.32
39 H 4.28 -2.86 -2.93  0.39
40 H -0.29 -3.04 -1.72  0.53
41 H -2.24 -4.42 -0.48  0.47
42 H -3.28 -2.79 1.36  0.62
43 H -0.81 0.13 1.71  0.57
44 H -0.97 -0.21 4.02  0.42
45 H -2.32 -0.53 6.07  0.45
46 H -5.86 -0.82 3.71  0.45
47 H -4.53 -0.53 1.65  0.36
48 H -2.07 1.91 1.14  0.41
49 H -3.41 1.02 0.73  0.48
50 H -2.24 2.04 -1.20  0.60
51 H -2.52 0.28 -1.28  0.38

Results
Net charge = +1
E_LUMO = -2.652 eV
SMILES string = CCOc1cc2c(cc1OCC)-n1cccc1[C@H](c1ccc(F)cc1)[NH2+]C2
Highest occupied orbital energy = -0.4002 hartree



Entry 2:
DFT (the ωB97M-V functional and the def2-TZVPD basis) results for C22H24FN3O5 in the gas phase.

Each line ends with the Mulliken charge.
Atoms and positions in Å:
1 C -0.62 -0.40 -6.52  -0.63
2 O 0.62 -1.04 -6.33  -0.36
3 C 1.71 -0.17 -6.11  -0.82
4 C 1.65 0.60 -4.79  -0.37
5 C 1.47 -0.36 -3.61  -1.13
6 N 1.22 0.34 -2.38  0.30
7 C 0.00 0.42 -1.82  0.45
8 O -1.04 -0.01 -2.26  -0.68
9 N 0.13 1.18 -0.63  0.46
10 C -0.89 1.31 0.34  0.28
11 C -1.76 0.24 0.56  -0.12
12 C -2.71 0.33 1.56  -0.53
13 C -2.77 1.47 2.33  0.30
14 F -3.68 1.55 3.33  -0.42
15 C -1.93 2.55 2.11  -0.75
16 C -0.98 2.46 1.11  -0.53
17 C 1.41 1.62 -0.46  -0.25
18 O 1.84 2.32 0.43  -0.63
19 C 2.23 0.98 -1.58  0.33
20 C 3.21 -0.02 -0.92  -1.30
21 C 2.38 -1.02 -0.12  0.38
22 O 1.97 -2.05 -0.62  -0.64
23 N 2.08 -0.59 1.13  -0.11
24 C 1.05 -1.03 1.97  0.44
25 C 0.67 -0.19 3.01  -0.78
26 C -0.39 -0.52 3.84  -0.24
27 C -1.08 -1.71 3.64  0.53
28 O -2.15 -2.13 4.38  -0.46
29 C -2.62 -1.30 5.41  -0.74
30 C -0.68 -2.56 2.60  -0.65
31 C 0.37 -2.23 1.78  -0.52
32 H -1.01 0.04 -5.59  0.22
33 H -1.30 -1.17 -6.86  0.24
34 H -0.54 0.39 -7.28  0.32
35 H 2.59 -0.82 -6.12  0.38
36 H 1.79 0.55 -6.94  0.42
37 H 0.82 1.30 -4.80  0.33
38 H 2.58 1.17 -4.68  0.35
39 H 0.61 -1.00 -3.79  0.52
40 H 2.35 -1.00 -3.49  0.30
41 H -1.68 -0.65 -0.04  0.49
42 H -3.39 -0.49 1.75  0.42
43 H -2.01 3.43 2.73  0.46
44 H -0.31 3.29 0.93  0.46
45 H 2.79 1.73 -2.15  0.52
46 H 3.91 0.53 -0.29  0.49
47 H 3.77 -0.55 -1.69  0.54
48 H 2.49 0.29 1.42  0.28
49 H 1.19 0.75 3.16  0.29
50 H -0.66 0.16 4.63  0.43
51 H -3.46 -1.83 5.85  0.24
52 H -2.96 -0.33 5.03  0.22
53 H -1.85 -1.15 6.18  0.34
54 H -1.22 -3.48 2.46  0.41
55 H 0.66 -2.88 0.97  0.51

Results
E_LUMO = 0.535 eV
SMILES string = COCCCN1C(=O)N(c2ccc(F)cc2)C(=O)[C@H]1CC(=O)Nc1ccc(OC)cc1
Highest occupied orbital energy = -0.2919 hartree



Entry 3:
DFT (the ωB97M-V functional and the def2-TZVPD basis) results for C22H24FN3O5S in the gas phase.

Each line ends with the Mulliken charge.
Atoms and positions in Å:
1 O -0.77 -1.55 -0.91  -0.67
2 C -1.05 -1.63 0.27  0.49
3 C -0.52 -2.77 1.15  -1.31
4 N 0.68 -3.32 0.58  0.08
5 C 0.64 -4.56 0.03  0.73
6 O -0.32 -5.30 0.16  -0.65
7 C 1.85 -4.95 -0.79  -0.44
8 O 3.08 -4.36 -0.41  -0.53
9 C 3.00 -3.05 -0.05  0.46
10 C 4.15 -2.27 -0.14  -1.11
11 C 4.12 -0.94 0.21  -0.52
12 C 2.94 -0.40 0.68  -0.40
13 S 2.80 1.35 1.04  1.37
14 O 4.00 1.82 1.66  -0.80
15 O 1.56 1.54 1.75  -0.68
16 N 2.76 1.94 -0.52  0.18
17 C 3.34 3.26 -0.71  -1.01
18 C 2.38 4.37 -0.29  -0.43
19 C 1.07 4.23 -1.06  -1.04
20 C 0.47 2.85 -0.81  -0.19
21 C 1.49 1.77 -1.20  -0.78
22 C 1.80 -1.16 0.82  -0.37
23 C 1.81 -2.50 0.44  0.51
24 N -1.82 -0.74 0.92  0.01
25 C -2.41 0.41 0.25  -0.64
26 C -3.91 0.31 0.23  0.26
27 C -4.71 1.30 0.80  -0.42
28 C -6.09 1.19 0.78  -0.58
29 C -6.66 0.08 0.19  0.30
30 F -8.00 -0.02 0.17  -0.32
31 C -5.90 -0.91 -0.39  -0.58
32 C -4.52 -0.79 -0.37  -0.31
33 H -0.34 -2.42 2.18  0.47
34 H -1.25 -3.58 1.17  0.47
35 H 1.62 -4.69 -1.84  0.22
36 H 2.00 -6.03 -0.73  0.33
37 H 5.05 -2.74 -0.50  0.46
38 H 5.00 -0.31 0.13  0.50
39 H 4.25 3.28 -0.10  0.44
40 H 3.61 3.35 -1.77  0.41
41 H 2.19 4.28 0.78  0.29
42 H 2.84 5.34 -0.48  0.40
43 H 0.36 5.00 -0.75  0.41
44 H 1.26 4.36 -2.13  0.34
45 H -0.44 2.71 -1.39  0.45
46 H 0.24 2.74 0.25  0.19
47 H 1.11 0.77 -0.95  0.17
48 H 1.69 1.80 -2.27  0.43
49 H 0.93 -0.68 1.22  0.85
50 H -2.04 -0.87 1.89  0.28
51 H -2.01 0.40 -0.76  0.21
52 H -2.09 1.32 0.76  0.39
53 H -4.24 2.15 1.27  0.37
54 H -6.71 1.95 1.22  0.43
55 H -6.38 -1.76 -0.85  0.45
56 H -3.90 -1.56 -0.82  0.43

Results
E_LUMO = 0.524 eV
SMILES string = O=C(CN1C(=O)COc2ccc(S(=O)(=O)N3CCCCC3)cc21)NCc1ccc(F)cc1
Highest occupied orbital energy = -0.3176 hartree



Entry 4:
DFT (the ωB97M-V functional and the def2-TZVPD basis) results for a molecular structure, C22H24IrN4O2S.

Each line ends with the Mulliken charge.
Atoms and positions in Å:
1 Ir 0.44 -0.26 -0.82  1.13
2 C -1.56 3.19 5.94  -1.44
3 C -1.20 2.96 4.51  0.73
4 C -2.11 3.27 3.49  -0.82
5 C -1.80 3.05 2.16  -0.78
6 C -0.55 2.49 1.86  0.69
7 C 0.37 2.17 2.84  -0.16
8 C 0.04 2.41 4.16  -0.87
9 S -0.23 2.26 0.18  1.13
10 O -1.21 1.27 -0.39  -0.69
11 O -0.05 3.46 -0.55  -0.57
12 N 1.11 1.25 0.12  0.16
13 C 2.37 1.29 -0.55  0.48
14 C 3.39 2.20 -0.59  -0.92
15 C 4.55 1.76 -1.23  -0.31
16 C 4.64 0.48 -1.77  -0.81
17 C 3.54 -0.36 -1.74  0.03
18 N 2.42 0.07 -1.16  -0.16
19 H -2.27 4.01 6.04  0.40
20 H -0.68 3.40 6.54  0.39
21 H -2.04 2.30 6.35  0.31
22 H -3.06 3.71 3.74  0.41
23 H -2.50 3.31 1.38  0.46
24 H 1.34 1.76 2.60  0.43
25 H 0.75 2.18 4.94  0.41
26 H 3.31 3.17 -0.14  0.52
27 H 5.41 2.41 -1.28  0.47
28 H 5.55 0.13 -2.23  0.44
29 H 3.54 -1.35 -2.17  0.47
30 C -0.68 -4.02 1.01  -1.61
31 C -0.76 -2.85 0.01  0.97
32 C -2.11 -2.14 0.12  -1.19
33 C 0.42 -1.95 0.34  -1.13
34 H -1.51 -4.69 0.83  0.41
35 H -0.75 -3.66 2.04  0.40
36 H 0.25 -4.59 0.90  0.43
37 H -0.64 -3.27 -0.99  -0.09
38 H -2.32 -1.88 1.16  0.35
39 H -2.91 -2.79 -0.22  0.43
40 H -2.17 -1.22 -0.46  0.19
41 H 1.39 -2.43 0.26  0.55
42 H 0.29 -1.48 1.32  0.57
43 N 0.13 -4.86 -5.23  -0.35
44 C -0.23 -3.85 -4.83  -0.22
45 C -0.65 -2.58 -4.31  0.15
46 C -1.73 -1.88 -4.85  -0.26
47 C -2.06 -0.65 -4.29  -0.81
48 C -1.35 -0.18 -3.21  -0.14
49 N -0.32 -0.86 -2.69  -0.28
50 C 0.04 -2.04 -3.24  -0.09
51 H -2.28 -2.28 -5.68  0.55
52 H -2.88 -0.06 -4.69  0.47
53 H -1.60 0.76 -2.73  0.53
54 H 0.90 -2.54 -2.82  0.63

Results
Net charge = +2
2S+1 = 2
E_LUMO (alpha / beta) = -7.652 / -8.738 eV
Highest occupied orbital energy (alpha / beta) = -0.5479 / -0.5478 hartree
⟨S²⟩ = 0.754



Entry 5:
DFT (the ωB97M-V functional and the def2-TZVPD basis) results for C22H24N2O3 in the gas phase.

Each line ends with the Mulliken charge.
Atoms and positions in Å:
1 C -3.36 0.64 -5.80  -1.45
2 C -2.08 0.02 -5.32  0.93
3 C -1.69 -1.23 -5.78  -0.81
4 C -0.52 -1.83 -5.36  -0.93
5 C 0.30 -1.16 -4.45  0.50
6 O 1.45 -1.83 -4.09  -0.45
7 C 2.33 -1.23 -3.19  -0.70
8 C 1.78 -1.15 -1.80  0.34
9 C 0.63 -1.60 -1.23  -0.31
10 C 0.74 -1.21 0.13  0.59
11 C -0.25 -1.43 1.21  0.18
12 O -1.37 -1.84 1.00  -0.69
13 N 0.26 -1.16 2.44  -0.09
14 C -0.55 -1.17 3.63  -1.25
15 C -0.72 0.25 4.21  0.62
16 C -1.69 0.22 5.39  -1.74
17 C 0.63 0.81 4.57  0.17
18 C 1.23 1.76 3.76  -0.06
19 C 2.49 2.25 4.05  -0.65
20 C 3.17 1.80 5.17  -0.40
21 C 2.59 0.85 5.98  -0.72
22 C 1.33 0.35 5.68  -0.20
23 N 1.87 -0.57 0.32  -0.43
24 O 2.52 -0.53 -0.86  -0.24
25 C -0.07 0.09 -3.99  -0.05
26 C -1.25 0.69 -4.42  0.55
27 C -1.63 2.04 -3.90  -1.66
28 H -4.03 0.83 -4.95  0.32
29 H -3.87 -0.02 -6.49  0.38
30 H -3.17 1.59 -6.29  0.32
31 H -2.33 -1.76 -6.48  0.32
32 H -0.22 -2.80 -5.71  0.46
33 H 2.64 -0.22 -3.52  0.40
34 H 3.22 -1.87 -3.18  0.40
35 H -0.19 -2.13 -1.69  0.53
36 H 1.18 -0.75 2.49  0.37
37 H -1.52 -1.59 3.36  0.51
38 H -0.07 -1.82 4.38  0.27
39 H -1.15 0.87 3.42  0.40
40 H -1.36 -0.48 6.15  0.28
41 H -2.68 -0.07 5.06  0.48
42 H -1.75 1.21 5.84  0.41
43 H 0.71 2.12 2.88  0.33
44 H 2.94 2.99 3.40  0.38
45 H 4.15 2.19 5.40  0.38
46 H 3.11 0.49 6.85  0.38
47 H 0.89 -0.39 6.33  0.28
48 H 0.54 0.63 -3.29  0.30
49 H -0.88 2.42 -3.21  0.38
50 H -2.59 1.99 -3.37  0.34
51 H -1.74 2.75 -4.72  0.34

Results
E_LUMO = 0.726 eV
SMILES string = Cc1ccc(OCc2cc(C(=O)NC[C@@H](C)c3ccccc3)no2)cc1C
Highest occupied orbital energy = -0.3092 hartree



Table of F_max (eV/Å), in record order: 0.83 0.76 0.98 1.64 1.14
Table of total energy (eV), in record order: -32989.767 -40630.219 -51464.891 -46914.609 -32325.706